60
Properties=species:S:1:pos:R:3:mulliken_charge:R:1 method="wB97M-V/def2-TZVPD" total_charge=+2 lumo_energy_ev="-8.314 / -8.313" homo_lumo_gap_ev="6.50 / 6.50" largest_force_ev_per_a=2.1
C 1.42212 1.33305 1.84409 0.452
H -2.69383 0.49933 5.21264 0.470
H 2.41868 4.04839 3.60483 0.461
Ru -0.21619 1.06833 -1.10346 -0.152
H 0.00189 -5.05362 1.21656 0.458
H 2.74957 -0.09233 0.89520 0.836
C -2.59153 0.68109 -2.81221 -0.396
H -0.81734 -1.91640 -5.11682 0.550
C 0.75570 -1.02538 -3.02793 1.431
H 1.60877 -3.83471 2.63972 0.480
C 2.91726 -0.57153 -1.99638 -0.951
C -2.51390 2.58758 0.26381 0.291
C -1.30198 -1.20521 -4.45944 -0.798
H -4.27436 0.40087 -4.09240 0.467
H 4.62291 3.10487 3.02907 0.431
C 3.72209 2.60458 2.69767 -0.596
C 1.18395 -2.34339 -3.21516 -0.956
C 0.92484 -1.90177 2.02363 -0.148
H -4.47382 2.00222 4.36920 0.445
C -1.48749 1.11210 2.10755 0.338
P -0.04504 0.60661 1.20198 1.903
C -0.91419 -3.27114 0.44735 -0.810
C 1.32512 2.51899 2.58308 -0.719
C -2.63602 0.90837 4.21285 -0.762
C 2.48289 3.14191 3.01865 -0.823
C 0.91419 -3.28856 2.01499 -0.800
C -1.25465 0.29969 -2.60318 0.498
H -4.32506 2.93313 2.07660 0.561
O -3.38978 3.30380 -0.10312 -0.545
H 1.63309 -1.37876 2.65394 0.524
C 2.43042 -2.76609 -2.80902 -0.865
H -3.07664 1.42177 -2.19662 0.540
C 1.66524 -0.13295 -2.43888 1.161
C 3.29980 -1.87914 -2.17382 -0.703
H -3.15114 -1.27056 -5.52759 0.428
H 0.50151 -3.05261 -3.66382 0.490
H -0.79481 -0.08350 3.76614 0.460
C -3.63124 1.75276 3.73825 -0.600
C -2.61669 -0.82769 -4.69715 -0.705
C -3.55612 2.27400 2.45597 -0.761
C -0.91735 -1.88634 0.46245 -0.784
H 2.17684 1.81597 -1.98350 0.322
O -1.49893 2.31845 -0.62192 -0.679
H -1.64357 -3.80394 -0.14832 0.497
N 1.37242 1.29157 -2.31325 -0.423
C 2.67712 0.80872 1.49332 -0.364
C -3.25187 0.11145 -3.88745 -0.737
C 0.00722 -3.97136 1.21839 -0.615
H 4.79483 1.02661 1.70892 0.472
H -1.70815 -1.36371 -0.05971 0.416
H 3.61031 0.14212 -1.56260 0.464
H 4.27898 -2.20528 -1.85048 0.475
C -0.61043 -0.65048 -3.39019 0.498
C -2.48567 1.96573 1.62349 0.499
H 1.02309 1.72153 -3.16965 0.318
H 0.35652 2.93235 2.83449 0.423
H 2.72863 -3.79322 -2.97368 0.465
C 3.82203 1.43805 1.94306 -0.916
C 0.01322 -1.19297 1.24154 0.744
C -1.56346 0.58667 3.39833 -0.655